No. 1
Formula: C34H41LuN10P
Source: OMol25
Level of theory: ωB97M-V/def2-TZVPD

Each line ends with the Mulliken charge.
Positions of all 87 atoms, in Å:
Lu (0.38, -0.16, 0.23)  2.161
C (-1.13, -1.99, -3.50)  -1.385
C (0.18, -1.22, -3.62)  -0.878
C (-0.01, 0.24, -3.20)  -1.380
N (0.68, 0.68, -1.98)  0.259
C (1.51, 1.70, -2.09)  0.610
C (2.11, 2.10, -3.32)  -1.040
C (2.66, 3.29, -3.73)  -0.394
C (2.85, 4.48, -3.02)  -0.526
C (2.71, 4.59, -1.66)  -0.601
C (2.40, 3.62, -0.70)  -0.350
C (1.99, 2.29, -0.82)  0.454
N (1.95, 1.44, 0.22)  0.206
C (2.76, 1.76, 1.37)  -1.431
C (2.99, 0.50, 2.20)  -1.030
C (3.46, -0.65, 1.32)  -1.122
N (2.33, -1.32, 0.67)  -0.439
C (2.61, -2.24, -0.24)  1.220
C (3.89, -2.44, -0.80)  -0.899
C (4.42, -3.49, -1.54)  -0.747
C (3.88, -4.71, -1.88)  -0.552
C (2.58, -5.09, -1.59)  -0.585
C (1.52, -4.35, -1.09)  -0.585
C (1.42, -2.98, -0.74)  0.229
N (0.28, -2.32, -0.65)  0.935
C (-0.95, -2.94, -1.15)  -1.338
C (-1.73, -2.04, -2.10)  0.336
H (-1.01, -3.01, -3.87)  0.464
H (-1.86, -1.52, -4.17)  0.408
H (0.52, -1.26, -4.65)  0.424
H (0.97, -1.67, -3.03)  0.154
H (-1.08, 0.40, -3.02)  0.359
H (0.22, 0.91, -4.03)  1.138
H (2.10, 1.33, -4.08)  0.534
H (2.98, 3.31, -4.76)  0.364
H (3.19, 5.35, -3.57)  0.347
H (2.93, 5.57, -1.24)  0.352
H (2.50, 3.96, 0.32)  0.271
H (2.35, 2.57, 1.98)  0.497
H (3.74, 2.13, 1.03)  0.790
H (2.08, 0.18, 2.74)  0.215
H (3.73, 0.71, 2.98)  0.510
H (4.02, -1.39, 1.91)  0.562
H (4.16, -0.23, 0.59)  0.370
H (4.60, -1.65, -0.58)  0.294
H (5.45, -3.33, -1.84)  0.361
H (4.51, -5.43, -2.37)  0.347
H (2.32, -6.12, -1.82)  0.350
H (0.60, -4.91, -1.01)  0.452
H (-1.59, -3.22, -0.31)  0.344
H (-0.74, -3.86, -1.69)  0.593
H (-1.82, -1.02, -1.68)  -0.866
H (-2.75, -2.41, -2.15)  0.625
C (-5.12, 2.28, 0.15)  -0.849
N (-3.74, 2.05, -0.24)  0.160
C (-3.14, 2.58, -1.35)  -0.793
C (-1.84, 2.17, -1.31)  -0.785
N (-1.63, 1.38, -0.22)  0.553
C (-2.80, 1.33, 0.42)  -0.237
P (-3.09, 0.71, 2.10)  -0.571
C (-1.67, 1.48, 2.91)  -0.205
N (-0.39, 1.29, 2.61)  0.585
C (0.31, 2.00, 3.56)  -0.393
C (-0.56, 2.61, 4.42)  -1.079
N (-1.81, 2.28, 4.00)  0.184
C (-3.05, 2.70, 4.64)  -0.784
C (-2.46, -0.98, 2.07)  -0.375
N (-1.25, -1.33, 1.66)  0.589
C (-1.07, -2.63, 2.04)  -1.009
C (-2.19, -3.06, 2.70)  -0.557
N (-3.06, -2.01, 2.71)  0.188
C (-4.37, -2.02, 3.35)  -0.824
H (-5.65, 2.69, -0.70)  0.330
H (-5.17, 2.99, 0.98)  0.302
H (-5.59, 1.35, 0.44)  0.350
H (-3.68, 3.20, -2.04)  0.442
H (-1.05, 2.40, -2.01)  0.634
H (1.38, 2.01, 3.60)  0.459
H (-0.39, 3.24, 5.28)  0.424
H (-2.80, 3.41, 5.42)  0.319
H (-3.56, 1.84, 5.08)  0.302
H (-3.71, 3.18, 3.91)  0.291
H (-0.17, -3.17, 1.81)  0.520
H (-2.44, -4.01, 3.15)  0.476
H (-4.61, -3.05, 3.59)  0.325
H (-5.13, -1.62, 2.68)  0.340
H (-4.35, -1.43, 4.27)  0.306

E ... -93731.7659 eV
E_HOMO ... -8.9 eV
ΔE to the lowest compared entry with this formula, charge and spin ... 4.7 kJ/mol
Lowest unoccupied orbital energy ... -2.22 eV
Net charge ... +1
Kohn-Sham gap ... 6.64 eV
Largest force on an atom ... 0.457 eV/Å

***

No. 2
Formula: C34H42BrIrN7O3
Source: OMol25
Level of theory: ωB97M-V/def2-TZVPD

Each line ends with the Mulliken charge.
Positions of all 88 atoms, in Å:
Ir (-1.17, -0.57, 0.88)  1.684
O (-4.30, 1.95, 1.32)  -0.609
C (-3.42, 1.20, 0.99)  0.221
N (-2.13, 1.11, 1.47)  0.367
C (-1.76, 2.06, 2.46)  -0.783
O (-2.55, 2.46, 3.27)  -0.566
C (-0.36, 2.65, 2.45)  0.309
C (-0.11, 3.66, 3.38)  -0.756
C (1.12, 4.28, 3.36)  -0.534
C (2.06, 3.87, 2.42)  -1.116
C (1.72, 2.84, 1.55)  -0.412
N (0.53, 2.25, 1.55)  0.564
C (-3.63, 0.31, -0.22)  0.684
C (-4.76, 0.44, -1.00)  -0.690
C (-4.87, -0.33, -2.15)  -0.508
C (-3.83, -1.20, -2.47)  -0.939
C (-2.74, -1.29, -1.63)  -0.377
N (-2.65, -0.55, -0.52)  0.735
H (-0.89, 3.94, 4.08)  0.593
H (1.35, 5.08, 4.05)  0.471
H (3.04, 4.33, 2.37)  0.477
H (2.44, 2.49, 0.82)  0.552
H (-5.52, 1.15, -0.70)  0.635
H (-5.73, -0.25, -2.79)  0.482
H (-3.87, -1.81, -3.36)  0.519
H (-1.92, -1.96, -1.84)  0.462
C (3.24, -1.58, -5.49)  -1.528
C (3.72, -1.70, -4.04)  1.852
C (4.06, -3.16, -3.75)  -2.085
C (4.98, -0.85, -3.84)  -1.555
C (2.63, -1.17, -3.12)  -0.197
C (2.00, -2.00, -2.16)  -0.401
C (1.07, -1.44, -1.35)  0.189
Br (0.19, -2.53, -0.05)  -0.094
C (0.68, -0.06, -1.39)  0.403
O (-0.09, 0.45, -0.53)  -1.049
C (1.25, 0.75, -2.45)  -0.342
C (2.21, 0.16, -3.23)  -0.977
C (0.83, 2.20, -2.74)  2.416
C (0.47, 2.32, -4.23)  -1.811
C (2.03, 3.12, -2.42)  -1.271
C (-0.38, 2.69, -1.94)  -1.875
H (4.02, -1.96, -6.16)  0.464
H (3.04, -0.54, -5.78)  0.337
H (2.33, -2.16, -5.66)  0.368
H (4.86, -3.48, -4.43)  0.423
H (3.21, -3.83, -3.93)  0.402
H (4.42, -3.31, -2.73)  0.431
H (5.77, -1.22, -4.49)  0.475
H (5.34, -0.91, -2.81)  0.368
H (4.82, 0.20, -4.08)  0.333
H (2.26, -3.04, -2.07)  0.673
H (2.68, 0.77, -4.00)  0.490
H (1.31, 2.10, -4.89)  0.337
H (0.16, 3.34, -4.44)  0.487
H (-0.35, 1.65, -4.49)  0.400
H (2.90, 2.86, -3.01)  0.315
H (2.29, 3.07, -1.36)  0.028
H (1.76, 4.15, -2.65)  0.476
H (-1.26, 2.06, -2.10)  0.358
H (-0.63, 3.69, -2.29)  0.618
H (-0.19, 2.75, -0.87)  0.030
C (2.11, 0.90, 4.83)  -0.522
N (1.67, -0.42, 4.34)  -0.057
C (1.81, -1.58, 5.23)  -0.983
C (0.90, -0.48, 3.30)  0.423
N (0.23, -0.54, 2.36)  -0.007
H (3.13, 0.80, 5.20)  0.369
H (1.46, 1.24, 5.64)  0.328
H (2.09, 1.62, 4.02)  0.029
H (2.85, -1.68, 5.51)  0.338
H (1.49, -2.47, 4.71)  0.350
H (1.20, -1.44, 6.12)  0.325
C (-4.56, -4.61, 2.13)  -1.343
C (-3.82, -3.36, 2.46)  0.738
C (-3.84, -2.54, 3.56)  -1.430
C (-2.97, -1.48, 3.31)  0.768
N (-2.42, -1.64, 2.10)  0.218
N (-2.96, -2.79, 1.60)  0.099
C (-2.71, -0.33, 4.21)  -1.059
H (-4.76, -5.17, 3.04)  0.391
H (-3.99, -5.25, 1.45)  0.361
H (-5.51, -4.37, 1.66)  0.269
H (-4.43, -2.68, 4.46)  0.536
H (-2.70, -3.12, 0.68)  0.162
H (-2.84, -0.64, 5.24)  0.519
H (-3.40, 0.49, 4.00)  0.234
H (-1.70, 0.07, 4.09)  -0.008

E ... -125382.0996 eV
E_HOMO (alpha / beta) ... -13.9 / -14.1 eV
ΔE to the lowest compared entry with this formula, charge and spin ... 85.4 kJ/mol
Lowest unoccupied orbital energy (alpha / beta) ... -5.25 / -7.88 eV
Spin multiplicity ... 2
Net charge ... +2
Kohn-Sham gap (alpha / beta) ... 8.68 / 6.20 eV
Largest force on an atom ... 0.157 eV/Å